Entry 1
Computed, not measured: a cluster of 3 separate species, C3H13NO3 in total, with wB97M-V/def2-TZVPD.

The geometry in ORCA input format:
```
! wB97M-V def2-TZVPD RIJCOSX def2/J DEFGRID3
* xyz 0 1
C -1.113 -1.747 -2.945
N -2.026 -1.014 -2.054
C -1.337 -0.013 -1.261
C -0.814 -0.544 0.117
O -1.530 -1.704 0.556
H -0.947 -1.201 -3.880
H -1.459 -2.754 -3.047
H -0.117 -1.741 -2.506
H -2.672 -0.517 -2.656
H -0.438 0.398 -1.752
H -1.921 0.875 -1.073
H 0.241 -0.804 0.143
H -1.129 0.226 0.822
H -1.592 -2.277 -0.224
H 0.245 3.074 3.506
H 1.352 2.116 2.988
O 1.162 2.813 3.629
H 4.659 0.826 3.103
H 4.616 2.242 3.668
O 4.820 1.745 2.866
*
```

Calculated values
**SMILES string**: CNCCO.O.O
**LUMO level**: 0.5 eV
**Highest occupied orbital energy**: -9.5 eV

Mulliken atomic charge list, values in e, 4 entries: number 1, C, carries -0.961; number 2, N, carries -0.517; number 3, C, carries -0.451; number 4, C, carries -0.392


Entry 2
Computed, not measured: a cluster of 4 separate species, C3H13NO3 in total, with wB97M-V/def2-TZVPD.

The geometry in ORCA input format:
```
! wB97M-V def2-TZVPD RIJCOSX def2/J DEFGRID3
* xyz 0 1
C -0.485 -0.086 2.569
C -1.174 -0.946 1.809
N -1.080 -1.022 0.441
C -1.888 -1.936 -0.318
H -0.368 -0.354 3.610
H 0.059 0.762 2.179
H -1.754 -1.735 2.275
H -0.808 -0.195 -0.061
H -2.947 -1.676 -0.438
H -1.896 -2.897 0.213
H -1.435 -2.182 -1.270
H 3.790 1.219 0.347
H 4.272 0.152 -0.660
O 3.526 0.705 -0.417
H -1.726 1.746 -1.543
H -0.250 1.993 -1.265
O -1.034 1.588 -0.899
H 1.903 1.232 -1.534
H 1.926 1.852 -2.910
O 1.368 1.782 -2.127
*
```

Calculated values
**SMILES string**: C=CNC.O.O.O
**LUMO level**: 0.4 eV
**Highest occupied orbital energy**: -7.1 eV

Mulliken atomic charge list, values in e, 4 entries: number 1, C, carries -0.872; number 2, C, carries 0.091; number 3, N, carries -0.117; number 4, C, carries -0.969


Which is most stable, and by how much? entry 2, by 37.9 kJ/mol.


Entry 1
Computed, not measured: a cluster of 4 separate species, C3H13NO3 in total, with wB97M-V/def2-TZVPD.

The geometry in ORCA input format:
```
! wB97M-V def2-TZVPD RIJCOSX def2/J DEFGRID3
* xyz 0 1
C -2.577 0.959 3.065
C -1.485 0.572 2.095
C -0.842 1.326 1.217
N 0.311 1.048 0.430
H -2.132 1.421 3.948
H -3.207 1.717 2.585
H -3.250 0.155 3.348
H -0.943 -0.326 2.401
H -1.137 2.367 1.077
H 0.976 1.761 0.669
H 0.712 0.130 0.630
H 1.776 -2.339 -0.812
H 2.056 -3.387 0.360
O 1.947 -2.491 0.115
H 0.299 1.074 -1.795
H 0.291 1.828 -3.026
O 0.549 0.963 -2.725
H 0.961 -1.951 -3.696
H 1.086 -0.663 -2.923
O 1.193 -1.615 -2.825
*
```

Calculated values
**SMILES string**: C/C=C/N.O.O.O
**LUMO level**: 0.8 eV
**Highest occupied orbital energy**: -8.6 eV

Mulliken atomic charge list, values in e, 4 entries: number 1, C, carries -1.088; number 2, C, carries -0.170; number 3, C, carries -0.070; number 4, N, carries -0.539


Entry 2
Computed, not measured: a cluster of 3 separate species, C3H13NO3 in total, with wB97M-V/def2-TZVPD.

The geometry in ORCA input format:
```
! wB97M-V def2-TZVPD RIJCOSX def2/J DEFGRID3
* xyz 0 1
C 1.297 -0.939 1.212
C -0.036 -1.258 1.906
C -1.089 -1.647 0.830
O -1.423 -0.638 -0.054
N 1.346 0.315 0.448
H 1.466 -1.734 0.478
H 2.175 -0.962 1.854
H -0.515 -0.577 2.615
H 0.049 -2.141 2.553
H -2.035 -1.933 1.282
H -0.642 -2.503 0.325
H -1.314 0.268 -0.266
H 1.379 1.028 1.171
H 0.604 0.558 -0.192
H -1.436 -1.295 -2.288
H -1.828 -0.726 -3.585
O -1.066 -1.113 -3.175
H 1.433 4.609 -2.109
H 0.897 5.436 -1.042
O 0.736 5.255 -1.962
*
```

Calculated values
**SMILES string**: NCCCO.O.O
**LUMO level**: 0.5 eV
**Highest occupied orbital energy**: -9.3 eV

Mulliken atomic charge list, values in e, 4 entries: number 1, C, carries -0.588; number 2, C, carries -0.488; number 3, C, carries -0.502; number 4, O, carries -0.504


Entry 3
Computed, not measured: a cluster of 3 separate species, C3H13NO3 in total, with wB97M-V/def2-TZVPD.

The geometry in ORCA input format:
```
! wB97M-V def2-TZVPD RIJCOSX def2/J DEFGRID3
* xyz 0 1
C -0.790 0.974 0.775
N -0.054 0.768 1.960
C 1.029 1.649 2.103
O 0.558 3.032 2.544
C -2.233 0.541 0.864
H -0.783 2.187 0.551
H -0.223 0.509 -0.084
H -0.486 0.474 2.919
H 1.627 1.232 2.939
H 1.550 1.851 1.110
H 0.091 2.900 3.399
H -2.817 0.938 -0.029
H -2.525 -0.496 0.754
H -2.728 1.064 1.714
H 1.772 -2.138 -2.951
H 2.957 -2.006 -1.924
O 2.145 -2.543 -2.267
H 0.783 -3.679 -4.156
H -0.419 -3.485 -5.144
O 0.546 -3.771 -5.076
*
```

Calculated values
**SMILES string**: CCNCO.O.O
**LUMO level**: 0.5 eV
**Highest occupied orbital energy**: -8.8 eV

Mulliken atomic charge list, values in e, 4 entries: number 1, C, carries -0.101; number 2, N, carries -0.283; number 3, C, carries -0.464; number 4, O, carries -0.547


Which is most stable, and by how much? entry 1, by 103.5 kJ/mol.


Entry 1
Computed, not measured: the molecule C4H6FN, with wB97M-V/def2-TZVPD.

The geometry in ORCA input format:
```
! wB97M-V def2-TZVPD RIJCOSX def2/J DEFGRID3
* xyz 0 1
C -2.030 0.445 0.019
C -0.741 0.801 -0.100
C 0.291 -0.336 -0.281
C 1.429 -0.377 0.653
H -2.860 1.118 0.227
H -0.375 1.816 0.085
H -0.210 -1.189 -0.787
H 1.821 -1.399 0.817
H 1.505 0.328 1.472
H 2.049 -0.534 -1.256
N 1.581 0.172 -0.706
F -2.459 -0.845 -0.144
*
```

Calculated values
**SMILES string**: F/C=C\[C@@H]1CN1
**LUMO level**: 1.1 eV
**Highest occupied orbital energy**: -9.4 eV

Mulliken atomic charge list, values in e, 4 entries: number 1, C, carries -0.130; number 2, C, carries -0.603; number 3, C, carries 0.211; number 4, C, carries -0.411


Entry 2
Computed, not measured: the molecule C4H6FN, with wB97M-V/def2-TZVPD.

The geometry in ORCA input format:
```
! wB97M-V def2-TZVPD RIJCOSX def2/J DEFGRID3
* xyz 0 1
C 0.916 -0.657 -0.554
C -0.333 -0.585 -1.533
C -0.949 0.635 -1.109
C 0.632 0.115 1.690
N 1.239 -0.601 0.612
F -0.239 1.777 -1.097
H 0.055 -0.741 -2.515
H -1.044 -1.371 -1.233
H -1.604 0.495 -0.224
H -0.325 0.484 1.395
H 1.218 1.068 2.021
H 0.435 -0.621 2.547
*
```

Calculated values
**LUMO level (alpha / beta)**: 0.6 / 0.4 eV
**Highest occupied orbital energy (alpha / beta)**: -8.0 / -7.3 eV

Mulliken atomic charge list, values in e, 4 entries: number 1, C, carries 0.139; number 2, C, carries -0.075; number 3, C, carries -0.460; number 4, C, carries -0.550


Entry 3
Computed, not measured: the molecule C4H6FN, with wB97M-V/def2-TZVPD.

The geometry in ORCA input format:
```
! wB97M-V def2-TZVPD RIJCOSX def2/J DEFGRID3
* xyz 0 1
C -0.770 0.108 1.487
C -0.451 -0.076 -0.024
C 0.928 -0.621 -0.195
C -0.605 1.176 -0.802
H -1.759 0.466 1.595
H -0.141 0.886 1.829
H -0.611 -0.816 1.916
H -1.100 -0.861 -0.321
H 1.203 -0.794 -1.271
H 1.721 -0.035 0.298
N -0.478 2.147 -1.373
F 1.047 -1.933 0.308
*
```

Calculated values
**SMILES string**: C[C@@H](C#N)CF
**LUMO level**: 0.9 eV
**Highest occupied orbital energy**: -11.9 eV

Mulliken atomic charge list, values in e, 4 entries: number 1, C, carries -1.447; number 2, C, carries 0.515; number 3, C, carries -0.466; number 4, C, carries 0.117


Entry 4
Computed, not measured: a cluster of 2 separate species, C4H6FN in total, with wB97M-V/def2-TZVPD.

The geometry in ORCA input format:
```
! wB97M-V def2-TZVPD RIJCOSX def2/J DEFGRID3
* xyz 0 1
C 1.159 0.428 1.250
C -2.942 1.225 -0.139
C -1.661 1.074 -0.450
C 0.791 -1.007 1.241
N 1.154 1.478 0.849
F -1.160 -0.173 -0.576
H -3.501 0.377 0.005
H -3.417 2.182 0.010
H -1.099 1.983 -0.726
H 1.598 -1.684 1.554
H 0.618 -1.156 0.154
H -0.107 -1.245 1.752
*
```

Calculated values
**SMILES string**: C=CF.CC#N
**LUMO level**: 0.9 eV
**Highest occupied orbital energy**: -10.0 eV

Mulliken atomic charge list, values in e, 4 entries: number 1, C, carries 0.427; number 2, C, carries -0.718; number 3, C, carries 0.093; number 4, C, carries -0.717


Which is most stable, and by how much? entry 3, by 106.3 kJ/mol.